The following is a DFT calculation (wB97M-V/def2-TZVPD) of a molecular structure, C22H29F15K2O12Pb.

E_tot: -4648.82713 Eh
Orbital gap: 6.950 eV
HOMO: -14.5 eV
LUMO level: -7.555 eV
Energy relative to the best compared isomer or geometry (same formula, charge and spin): 43.6 kcal/mol
Total charge: +2

CARTESIAN COORDINATES (ANGSTROEM)
Pb: 2.1913 -0.1316 2.7013
K: 4.0280 -3.0936 1.0234
K: -1.1631 -0.6867 4.8823
O: -0.2775 0.3055 2.2957
C: -0.6976 -0.4456 1.1620
C: 0.3970 -1.0905 0.1827
O: 1.5787 -1.6583 0.7189
H: -1.3975 0.1682 0.5950
H: -1.3403 -1.2577 1.5018
H: 0.7591 -0.2598 -0.4229
H: -0.0647 -1.7976 -0.5065
C: 7.6650 1.6168 1.5747
C: 6.5745 0.7588 0.9631
O: 5.8119 1.5271 -0.0383
C: 4.4684 1.5306 0.0400
O: 3.7854 0.8698 0.8049
C: 3.7942 2.4178 -0.9839
F: 2.7662 1.6988 -1.4135
F: 3.4644 3.6029 -0.4612
F: 4.6575 2.6377 -1.9902
H: 8.2812 2.0013 0.7621
H: 8.2867 1.0069 2.2302
H: 7.1466 2.4430 2.0614
H: 5.9334 0.3599 1.7492
H: 7.0311 -0.1054 0.4806
C: 2.1161 -0.9016 -3.7175
C: 3.0127 -1.8190 -2.9556
O: 4.3815 -1.5715 -3.2207
C: 5.3215 -2.2784 -2.5204
O: 5.1201 -2.9791 -1.5555
C: 6.7518 -1.8047 -2.8366
F: 7.0180 -0.7975 -1.9984
F: 7.5815 -2.7858 -2.5993
F: 6.9290 -1.3911 -4.1042
H: 1.0835 -1.0776 -3.4160
H: 2.1903 -1.0639 -4.7928
H: 2.3247 0.1519 -3.5311
H: 2.7526 -2.8362 -3.2482
H: 2.9005 -1.7531 -1.8734
C: -3.3181 -3.0064 -2.2498
C: -2.4312 -3.0586 -1.0438
O: -2.6004 -4.3058 -0.3618
C: -3.3317 -4.3834 0.7831
O: -3.6551 -3.4807 1.5828
C: -3.6956 -5.8542 1.0373
F: -2.8212 -6.2550 1.9520
F: -4.8764 -5.9138 1.6516
F: -3.6639 -6.6685 -0.0329
H: -4.3571 -3.0318 -1.9211
H: -3.2128 -3.8498 -2.9322
H: -3.1350 -2.1473 -2.8952
H: -2.6770 -2.1614 -0.4758
H: -1.4413 -2.9435 -1.4852
C: -3.7260 2.5609 1.7828
C: -3.5244 1.5789 2.9578
O: -4.6112 1.7994 3.8837
C: -4.7752 1.0166 5.0600
O: -4.0261 0.0945 5.3576
C: -6.1056 1.3739 5.8303
F: -7.0565 1.9134 5.0659
F: -6.6273 0.2315 6.2651
F: -5.8916 2.1422 6.9480
H: -2.9462 2.5402 1.0214
H: -3.8449 3.6145 2.0355
H: -4.6939 2.3493 1.3285
H: -2.5759 1.7390 3.4704
H: -3.5824 0.5576 2.5815
C: -1.0975 1.5032 -2.2716
C: -1.2755 2.5883 -1.1968
O: -2.6481 2.9841 -1.3110
C: -2.9583 4.2758 -1.5354
O: -2.1817 5.1980 -1.5747
C: -4.4525 4.4866 -1.8192
F: -5.1818 3.3529 -1.8138
F: -4.9654 5.3102 -0.9098
F: -4.4850 5.0589 -3.0166
H: -1.7818 0.6641 -2.1460
H: -0.1052 1.0525 -2.2868
H: -1.2111 1.9020 -3.2796
H: -0.5851 3.4095 -1.3896
H: -1.0308 2.2513 -0.1896

Atomic forces in eV per Å
Pb -2.91 -0.48 -2.93
K -0.26 -0.10 -0.67
K -0.75 0.18 -0.22
O 3.04 -0.80 0.41
C 0.15 -1.29 0.00
C 0.29 1.78 0.31
O 0.63 0.80 2.89
H 0.30 0.25 -0.52
H -0.03 -0.46 0.29
H -0.22 0.35 -0.41
H -0.25 -0.10 0.31
C -0.77 0.26 -0.95
C 0.45 -0.60 0.28
O -1.81 -0.29 0.75
C 2.23 -0.77 1.09
O 0.19 0.02 0.36
C 1.65 0.45 -0.84
F -0.68 0.74 -0.33
F -0.49 -0.77 -0.20
F -0.83 -0.03 0.18
H 0.12 0.12 0.18
H -0.18 0.21 0.16
H 0.56 0.08 0.37
H -0.39 0.28 -0.16
H -0.25 0.14 -0.52
C -0.04 0.80 -0.29
C -0.69 -0.90 0.77
O 2.60 -1.13 0.14
C -2.00 1.87 -0.01
O -0.25 0.00 -0.44
C -0.13 0.04 -1.46
F 0.03 0.34 0.10
F 0.60 -0.54 0.24
F -0.34 -0.10 0.93
H 0.00 -0.13 0.00
H 0.02 -0.07 0.05
H 0.10 0.00 0.06
H 0.29 -0.22 0.09
H -0.39 0.15 0.12
C -1.23 -0.73 -0.66
C -0.04 1.05 -1.24
O -0.64 0.33 1.24
C -0.38 2.90 0.52
O 1.31 -2.75 -2.95
C -0.56 -0.07 0.61
F 1.05 -0.78 0.18
F -0.29 -0.10 -0.76
F -0.08 0.81 0.89
H -0.15 0.29 -0.21
H 0.28 -0.29 0.27
H -0.01 0.33 0.42
H 0.23 -0.41 0.75
H 0.45 -0.59 0.90
C -0.67 0.06 0.29
C -0.11 0.54 -0.32
O -1.08 -1.14 2.93
C 1.82 0.15 -3.01
O -1.15 1.87 -0.19
C -0.90 -0.07 1.05
F 1.12 0.44 0.11
F 0.46 -0.40 0.10
F 0.22 -0.52 -1.75
H -0.03 -0.50 0.23
H 0.34 -0.05 0.72
H 0.13 -0.36 -0.28
H 0.09 0.02 0.03
H 0.07 -0.12 0.09
C 0.42 -0.21 0.13
C 0.68 -0.37 -1.25
O -0.44 0.53 0.32
C 1.63 0.20 0.23
O -0.83 -1.02 0.16
C 0.11 -0.31 0.12
F 0.42 0.58 -0.17
F -0.10 0.04 -0.03
F -0.64 -0.07 -0.17
H -0.27 0.17 0.08
H 0.26 0.19 0.38
H -0.32 0.20 0.13
H -0.33 0.26 -0.12
H -0.49 -0.18 0.10

=====

The following is a DFT calculation (wB97M-V/def2-TZVPD) of a molecular structure, C22H29FN4O2.

E_tot: -1324.32458 Eh
Orbital gap: 8.786 eV
HOMO: -8.3 eV
LUMO level: 0.492 eV
Energy relative to the best compared isomer or geometry (same formula, charge and spin): 517.8 kcal/mol

CARTESIAN COORDINATES (ANGSTROEM)
C: 3.2501 -0.4663 -2.7172
H: 3.6306 0.5170 -3.2091
H: 3.3799 -0.4395 -1.6695
H: 3.5858 -1.3340 -3.3273
C: 1.6804 -0.4003 -3.1559
C: 1.4137 -0.6308 -4.4423
H: 0.4550 -0.5595 -4.5379
H: 1.7000 0.1461 -5.0673
H: 1.5469 -1.6276 -4.8481
C: 1.1453 0.9223 -2.4347
H: -0.0726 0.7540 -2.3255
H: 1.3706 1.5649 -3.0448
C: 1.5429 1.2134 -1.1430
C: 1.2492 -0.0856 -0.0472
C: 1.0269 -1.3488 -0.7877
N: 1.0171 -2.2477 0.4092
N: 1.0578 -1.4625 1.4554
C: 1.2674 -0.2986 1.2621
H: 1.1194 0.5216 2.0798
C: 0.6823 -3.6005 0.4707
C: -0.3883 -4.0899 1.1781
C: -0.5553 -5.5239 1.4640
C: 0.0173 -6.2839 0.5805
C: 1.1279 -5.8720 -0.2658
C: 1.0291 -4.5018 -0.5028
H: 2.0672 -4.0253 -1.0796
H: 1.6716 -6.4557 -1.1675
F: -0.3721 -7.5734 0.5979
H: -1.2458 -5.8449 2.0282
H: -0.7611 -3.2965 1.9269
C: 0.9286 -1.6423 -2.0984
H: -0.0775 -1.7673 -2.5456
H: 1.5307 -2.5331 -2.3583
N: 0.7823 2.2501 -0.5235
C: 1.3003 3.3075 0.1285
O: 2.3175 3.5787 0.3472
C: 0.0783 4.2420 0.7381
H: 0.9266 5.0202 1.5639
H: -0.4378 4.6421 0.1217
C: -0.6538 3.3082 1.9881
N: -1.4874 2.7406 1.2010
C: -2.8300 3.0545 1.2685
C: -3.6797 2.9872 2.3687
C: -3.6227 1.5888 2.7280
H: -4.2621 1.3596 3.7825
C: -2.2945 1.2717 2.7966
O: -1.5923 1.4033 1.5325
H: -2.1393 0.1919 2.9360
H: -1.8736 1.6188 3.6150
H: -4.3050 0.8739 2.1596
H: -4.8382 3.4496 2.2651
H: -3.3393 3.6897 3.1644
H: -3.0317 4.4086 0.7689
H: -3.3986 2.7399 0.3082
H: 0.0914 2.9117 2.4792
H: -1.0528 4.1797 2.7605
H: -0.2766 2.0468 -0.3404
H: 2.5984 1.4073 -0.8357

Atomic forces in eV per Å
C -2.03 1.43 -4.38
H 0.03 -1.68 0.93
H 0.37 -0.44 0.88
H 0.59 0.49 1.01
C 2.62 -0.50 12.87
C 1.48 -1.95 -4.72
H -6.44 0.46 -0.69
H 1.46 1.25 -1.60
H 1.06 -0.16 -0.01
C -6.09 -9.50 0.81
H 2.71 0.77 -0.82
H 1.80 7.72 -6.38
C 1.66 -1.97 9.00
C 0.33 0.12 -11.17
C 1.30 3.06 10.22
N -0.19 2.68 -3.73
N -1.31 -9.93 5.58
C -0.09 8.48 2.03
H 0.85 -1.79 -1.39
C -3.38 -0.40 -0.78
C 0.18 0.75 5.29
C 2.81 7.67 -4.00
C 3.63 -3.40 -2.43
C -2.57 -0.32 -3.11
C 8.54 0.84 -1.24
H -3.14 -1.63 0.87
H -1.55 0.78 2.79
F 0.46 -0.68 -0.18
H -5.01 -2.27 4.27
H -0.07 -1.55 -1.09
C 1.32 -0.30 -7.69
H 0.23 -0.02 0.45
H -0.53 0.20 -0.01
N -3.31 -0.24 -0.76
C -17.38 -1.67 -1.42
O 16.45 3.52 2.66
C 11.75 -4.79 12.99
H -2.83 -1.55 -3.08
H -7.03 5.29 -7.24
C 1.97 12.70 -0.09
N -5.12 -5.12 -2.88
C -3.23 8.36 -9.60
C -4.89 3.14 3.45
C -8.68 -2.14 3.55
H 2.21 0.78 -2.03
C 3.12 -6.94 -2.88
O 0.12 -2.74 1.32
H -0.24 -0.04 0.12
H 2.83 2.71 3.47
H 1.29 1.16 -0.40
H 3.16 -1.43 -0.55
H 0.14 -0.85 0.03
H 1.19 -3.26 1.56
H 1.31 -0.57 1.56
H 3.54 -3.22 2.04
H 0.39 -2.25 -1.61
H 2.71 0.72 -0.58
H -0.48 0.20 -1.20

=====

The following is a DFT calculation (wB97M-V/def2-TZVPD) of C22H29FN4O2 in the gas phase.

E_tot: -1325.06633 Eh
Orbital gap: 8.326 eV
SMILES string: Cc1noc(C)c1CC(=O)N1CCC[C@H](N2CCN(c3ccccc3F)CC2)C1
HOMO: -7.7 eV
LUMO level: 0.579 eV
Energy relative to the best compared isomer or geometry (same formula, charge and spin): 52.3 kcal/mol

CARTESIAN COORDINATES (ANGSTROEM)
C: -6.0399 -2.4077 -0.2291
C: -6.2922 -1.0456 0.2972
N: -7.2336 -0.7909 1.1651
O: -7.1777 0.5333 1.4538
C: -6.1831 1.1008 0.7511
C: -5.9337 2.5541 0.9261
C: -5.5809 0.1466 -0.0230
C: -4.4356 0.2885 -0.9642
C: -3.1663 -0.3175 -0.3605
O: -3.1495 -0.7895 0.7586
N: -2.0702 -0.3288 -1.1565
C: -1.9229 0.2900 -2.4529
C: -0.9313 1.4537 -2.3716
C: 0.4107 0.9602 -1.8396
C: 0.2014 0.2794 -0.4755
N: 1.3985 -0.2048 0.1851
C: 2.1920 0.8296 0.8241
C: 3.2129 0.1586 1.7483
N: 4.0637 -0.7665 1.0348
C: 5.3124 -0.4306 0.5525
C: 6.2043 -1.4511 0.1820
C: 7.4836 -1.1916 -0.2600
C: 7.9524 0.1093 -0.3421
C: 7.1101 1.1411 0.0256
C: 5.8256 0.8704 0.4529
F: 5.0579 1.9561 0.7559
C: 3.2589 -1.7565 0.3543
C: 2.2629 -1.0702 -0.5916
C: -0.8236 -0.8544 -0.6376
H: -6.1086 -2.4152 -1.3165
H: -6.7659 -3.0999 0.1858
H: -5.0361 -2.7188 0.0560
H: -5.9859 3.0703 -0.0316
H: -6.6821 2.9668 1.5965
H: -4.9451 2.7157 1.3533
H: -4.2665 1.3461 -1.1769
H: -4.6664 -0.2339 -1.8965
H: -2.8821 0.6390 -2.8292
H: -1.5360 -0.4642 -3.1507
H: -0.8085 1.8963 -3.3615
H: -1.3307 2.2192 -1.7025
H: 1.1040 1.7970 -1.7378
H: 0.8386 0.2449 -2.5454
H: -0.2450 1.0127 0.2075
H: 1.5348 1.4662 1.4190
H: 2.7213 1.4604 0.0914
H: 3.8089 0.9031 2.2711
H: 2.6625 -0.4274 2.4932
H: 5.8818 -2.4768 0.2704
H: 8.1263 -2.0157 -0.5312
H: 8.9535 0.3180 -0.6833
H: 7.4254 2.1719 -0.0263
H: 3.8859 -2.4377 -0.2178
H: 2.7004 -2.3245 1.1048
H: 1.6655 -1.8326 -1.0916
H: 2.8374 -0.5115 -1.3536
H: -1.0236 -1.3151 0.3301
H: -0.4536 -1.6152 -1.3323

Atomic forces in eV per Å
C -0.04 0.01 0.10
C -0.06 0.67 0.18
N -0.22 -1.20 -0.10
O 0.25 0.81 0.04
C 0.42 -0.63 -0.67
C -0.06 -0.18 0.06
C -0.42 0.53 0.40
C -0.17 -0.12 0.45
C -0.08 0.05 -0.27
O -0.16 -0.03 0.29
N 0.32 -0.15 -0.12
C -0.09 0.40 -0.19
C 0.05 -0.25 -0.18
C -0.11 0.16 0.37
C -0.10 -0.14 -0.31
N -0.03 -0.01 0.12
C 0.11 -0.06 0.22
C -0.13 0.41 0.10
N -0.24 -0.04 0.23
C 0.49 0.16 -0.03
C -0.02 0.10 -0.02
C 0.06 -0.02 -0.08
C 0.00 0.04 0.02
C -0.04 -0.06 0.01
C 0.02 0.01 -0.06
F 0.00 -0.19 -0.03
C -0.16 -0.04 -0.45
C 0.10 -0.25 0.13
C 0.17 0.03 0.49
H -0.02 -0.06 -0.06
H -0.03 -0.10 -0.03
H 0.05 -0.08 -0.01
H -0.02 0.07 0.00
H -0.01 0.11 0.02
H 0.03 0.07 0.05
H 0.03 -0.03 -0.17
H 0.08 0.16 -0.08
H 0.02 -0.09 0.00
H -0.08 0.05 -0.02
H -0.03 0.06 -0.01
H -0.06 0.06 -0.01
H 0.08 -0.02 -0.06
H 0.07 -0.03 -0.04
H -0.02 -0.06 -0.04
H -0.03 0.03 0.00
H -0.01 0.00 0.06
H -0.03 -0.09 -0.01
H -0.01 0.09 -0.02
H -0.05 -0.08 0.05
H 0.05 -0.08 -0.01
H 0.10 0.03 -0.03
H -0.01 0.11 0.01
H -0.02 0.00 0.07
H 0.01 -0.05 -0.09
H 0.02 -0.01 -0.07
H -0.05 -0.07 0.00
H 0.08 0.02 -0.16
H 0.02 -0.01 0.00

=====

The following is a DFT calculation (wB97M-V/def2-TZVPD) of 2 unconnected molecules or ions with the total composition C22H29FN4O3.

E_tot: -1400.35717 Eh
Orbital gap: 8.692 eV
SMILES string: CNC(=O)[C@H](Cc1ccc(O)cc1)NC(C)=O.CN1CCC[C@H]1c1cncc(F)c1
HOMO: -8.3 eV
LUMO level: 0.343 eV
Energy relative to the best compared isomer or geometry (same formula, charge and spin): 3.6 kcal/mol

CARTESIAN COORDINATES (ANGSTROEM)
C: 5.3727 -2.0837 2.1832
N: 4.5466 -2.7446 3.1947
C: 3.2965 -3.1990 3.0547
O: 2.7386 -3.7380 4.0042
C: 2.5529 -3.0164 1.7182
C: 1.7800 -1.6843 1.7291
C: 1.1422 -1.3102 0.4059
C: -0.1294 -1.8148 0.0703
C: -0.7067 -1.5027 -1.1742
C: -0.0174 -0.6752 -2.0831
O: -0.5801 -0.3764 -3.2817
C: 1.2503 -0.1552 -1.7424
C: 1.8286 -0.4752 -0.4985
N: 1.6278 -4.1363 1.4960
C: 1.3434 -4.7763 0.3626
C: 2.0876 -4.4410 -0.9156
O: 0.4954 -5.6543 0.3511
H: 5.6392 -2.7933 1.3972
H: 4.8387 -1.2396 1.7434
H: 6.2900 -1.7122 2.6439
H: 4.9516 -2.9049 4.1053
H: 3.2865 -2.9869 0.9154
H: 1.0014 -1.7323 2.4926
H: 2.4606 -0.8833 2.0192
H: -0.6588 -2.4574 0.7620
H: -1.6766 -1.8937 -1.4435
H: 0.0044 0.1428 -3.8355
H: 1.7740 0.4871 -2.4339
H: 2.8012 -0.0797 -0.2410
H: 1.1469 -4.4804 2.3150
H: 3.1445 -4.6618 -0.7860
H: 1.9466 -3.3925 -1.1633
H: 1.6853 -5.0519 -1.7227
C: -0.6708 1.8824 0.6999
N: -1.9470 2.6123 0.6557
C: -2.6795 2.7484 1.9193
C: -4.0436 3.2354 1.4684
C: -4.2707 2.5122 0.1452
C: -2.8732 2.2736 -0.4350
C: -2.6046 3.1446 -1.6370
C: -2.5232 4.5422 -1.5134
N: -2.3179 5.3562 -2.5676
C: -2.1733 4.7976 -3.7838
C: -2.2275 3.4116 -3.9958
F: -2.0695 2.8861 -5.2334
C: -2.4500 2.5745 -2.9054
H: -0.1614 1.9486 -0.2663
H: -0.8427 0.8279 0.9350
H: -0.0144 2.3082 1.4649
H: -2.1980 3.4574 2.6007
H: -2.7691 1.7790 2.4225
H: -4.0150 4.3176 1.3065
H: -4.8241 3.0119 2.2021
H: -4.9126 3.0934 -0.5250
H: -4.7548 1.5478 0.3292
H: -2.7753 1.2159 -0.7095
H: -2.6387 4.9917 -0.5322
H: -2.0030 5.4478 -4.6363
H: -2.5049 1.4992 -3.0513

Atomic forces in eV per Å
C -0.35 -0.31 0.08
N 1.08 0.72 -0.41
C -1.14 -0.75 0.64
O -0.17 0.09 -0.48
C -0.30 -0.31 -0.26
C -0.07 0.40 -0.09
C 0.04 -0.08 -0.14
C 0.52 0.73 -1.04
C 0.68 0.31 0.17
C 0.95 0.08 0.81
O -0.72 -0.37 0.04
C -0.39 -0.73 0.92
C -1.25 -0.50 -0.49
N 1.13 1.22 1.34
C -0.42 -0.99 -1.40
C -0.14 0.09 0.28
O -0.19 -0.10 0.10
H 0.10 0.14 -0.07
H 0.11 0.00 -0.02
H -0.20 -0.08 -0.01
H -0.17 -0.01 -0.05
H -0.03 -0.09 -0.19
H 0.10 -0.12 0.13
H 0.08 0.09 0.11
H 0.00 0.01 -0.01
H -0.06 -0.02 -0.06
H 0.25 0.13 0.04
H 0.05 0.10 -0.12
H 0.07 0.05 0.03
H 0.02 0.03 0.10
H 0.19 0.10 -0.10
H 0.18 0.17 -0.09
H 0.02 0.01 0.20
C -0.89 0.37 -0.05
N 0.45 0.41 0.28
C 0.19 -0.23 -0.54
C -0.13 0.22 0.22
C -0.52 -0.13 0.11
C 0.49 0.17 0.39
C 0.27 0.08 -0.68
C 0.07 -0.32 -1.05
N -0.07 -0.86 0.04
C -0.01 -0.60 0.12
C -0.15 0.58 1.03
F -0.02 0.28 0.38
C 0.00 0.32 -0.14
H -0.11 0.01 0.12
H 0.14 -0.22 0.01
H -0.14 0.03 -0.10
H 0.12 -0.16 -0.12
H -0.01 -0.16 0.23
H -0.03 -0.10 0.09
H 0.09 0.13 -0.11
H 0.11 -0.21 0.04
H 0.00 0.12 -0.05
H 0.08 -0.02 -0.19
H 0.11 0.11 -0.16
H -0.02 0.09 0.13
H 0.05 0.08 0.05

=====

> Which of these has the lowest orbital gap?

C22H29F15K2O12Pb